The following is a quantum chemistry calculation of the molecule C23H23N3O5 at a distorted geometry, from the OMol25 dataset.

## Properties
ΔE to the lowest compared entry with this formula, charge and spin, eV: 4.456
HOMO energy, eV: -8.1
Calculated total energy, hartree: -1430.69239
Structure (SMILES): COc1cccc(OCc2cc(C(=O)N3C[C@H]4C[C@@H](C3)c3cccc(=O)n3C4)no2)c1
Frontier orbital gap, eV: 8.77

```
54
Properties=species:S:1:pos:R:3:forces:R:3:lowdin_charge:R:1
C -8.182014 -0.109416 -1.741645 -0.2355 -0.0713 -0.0145 -0.091
H -8.817680 0.345607 -0.975107 0.0309 -0.0311 -0.0235 0.095
O -6.836134 0.269316 -1.588664 0.3731 0.0522 0.1450 -0.082
C -6.193420 -0.067234 -0.434984 0.0287 -0.0488 0.1356 -0.272
C -6.763925 -0.761368 0.622249 -0.3167 0.0511 -0.3338 -0.039
C -5.994960 -1.037333 1.743807 0.2383 0.0737 0.0087 -0.079
C -4.680950 -0.635849 1.824853 0.1418 0.0201 0.0489 -0.018
C -4.104239 0.062606 0.761134 -0.2733 -0.0921 -0.0113 -0.256
C -4.860583 0.344612 -0.362838 0.1574 0.1065 -0.1148 0.059
H -4.464707 0.880143 -1.209644 0.0916 0.0745 -0.0892 0.118
O -2.800007 0.424209 0.931251 0.0226 -0.0793 0.1452 -0.019
C -2.151308 1.101939 -0.117629 -0.0242 0.2393 -0.4664 -0.110
C -0.727821 1.296215 0.268239 0.4998 -0.7513 0.7836 -0.210
C 0.125130 0.541283 1.018451 -0.4161 0.5691 -0.3016 0.070
C 1.362505 1.226844 0.913605 -1.1791 0.1241 -0.3438 -0.174
N 1.220438 2.303965 0.175854 0.9010 0.1345 0.1992 0.105
O -0.070161 2.357943 -0.217274 -0.6540 -0.0859 -0.1054 0.047
C 2.609142 0.666264 1.490856 0.4731 0.1095 0.3895 -0.387
O 2.528256 -0.145960 2.397510 -0.3636 0.0096 -0.1085 0.084
N 3.807958 1.010660 0.953868 0.2300 0.0583 0.2065 -0.027
C 4.034103 1.905890 -0.155121 -0.0762 0.3285 -0.5148 -0.103
H 3.166684 2.553406 -0.278079 0.3500 -0.0180 -0.0367 0.102
H 4.906362 2.523003 0.090239 -0.0560 0.0148 -0.0101 0.134
C 4.317764 1.130574 -1.452504 0.0112 -0.1275 0.1586 -0.247
C 3.103189 0.333898 -1.905356 -0.0551 0.6402 -0.4614 -0.078
N 2.821231 -0.833285 -1.082636 -0.2198 -0.0509 0.0401 0.076
C 3.766962 -1.446130 -0.328557 0.3627 -0.8045 0.4278 -0.173
C 3.476455 -2.607847 0.328771 0.2342 0.2051 -0.2062 -0.031
C 2.181149 -3.147616 0.252626 -0.1732 0.1965 -0.1511 -0.051
C 1.221077 -2.507075 -0.460232 -0.0534 -0.2508 0.1714 0.006
C 1.500435 -1.302916 -1.181938 -0.0332 -0.0633 -0.0701 -0.443
O 0.690993 -0.677375 -1.855351 -0.2180 0.0287 -0.2151 0.032
H 0.208819 -2.873476 -0.521797 -0.0822 -0.0255 -0.0353 0.116
H 1.956222 -4.060164 0.783998 -0.0742 -0.0864 0.0371 0.111
H 4.232337 -3.084768 0.929862 0.1362 0.0338 0.0704 0.115
C 5.087994 -0.758395 -0.093304 0.1492 0.2438 0.0674 -0.201
C 5.475242 0.156615 -1.249281 -0.0429 0.0050 -0.0553 -0.108
H 6.396649 0.690648 -1.009512 0.0496 -0.0218 0.0111 0.122
H 5.646168 -0.423766 -2.158423 0.0464 0.0163 -0.0438 0.126
H 5.859816 -1.510392 0.088549 -0.1155 0.0061 -0.0059 0.149
C 4.914452 0.107530 1.176431 0.1007 -0.3971 0.2664 -0.084
H 4.677876 -0.512740 2.042198 0.1236 0.1103 -0.1217 0.128
H 5.825305 0.680289 1.371719 0.0044 -0.0055 -0.0119 0.134
H 2.201544 0.953529 -1.901001 0.1873 -0.1382 -0.0393 0.123
H 3.247766 -0.013767 -2.936268 -0.0574 0.0763 0.0878 0.145
H 4.557049 1.855849 -2.235169 -0.0573 -0.0508 0.0205 0.149
H -0.068880 -0.364312 1.549308 -0.0711 -0.2187 0.1057 0.130
H -2.613791 2.079854 -0.312782 0.0207 -0.1370 -0.0012 0.147
H -2.175901 0.506263 -1.043784 -0.0538 0.1099 0.1230 0.150
H -4.077709 -0.845950 2.692465 0.0757 -0.0312 0.1229 0.115
H -6.439328 -1.577645 2.566205 -0.0226 -0.0410 0.0729 0.107
H -7.789940 -1.089606 0.590119 -0.0969 -0.0102 -0.0461 0.099
H -8.481915 0.258175 -2.721826 -0.0233 -0.0461 0.0796 0.092
H -8.299651 -1.197473 -1.712362 0.0047 0.0465 0.0140 0.095
```
Forces are in eV/Å.